(1)
A structure of composition C41H32NOP2PtS, computed with ωB97M-V/def2-TZVPD.

The largest force on an atom comes out at 0.3 eV/Å. The relative energy (zero: lowest compared OMol25 entry of this formula, charge and spin) comes out at 19.1 kJ/mol. The energy is -2910.80691 a.u. Its net charge is +3. The HOMO energy (spin up / spin down) is -16.08 / -16.43 eV. For the HOMO-LUMO gap (spin up / spin down), the calculation gives 0.29556 / 0.17766 hartree. Its spin multiplicity is 5.

Positions of all 79 atoms, in Å:
1 Pt -0.30645 0.44375 -0.08864
2 S -2.61049 1.31566 0.20037
3 P -0.12736 -0.44824 -2.30094
4 P 0.20774 -0.22633 2.17128
5 O 0.30634 -2.15097 -0.01926
6 N -0.41773 2.59582 0.20470
7 C 0.75532 1.92423 -5.46066
8 C 0.13637 -2.81780 1.18601
9 C -2.66686 0.18467 -3.10134
10 C -0.06723 -2.58061 3.57686
11 C 1.71668 1.50054 -2.87879
12 C 1.84404 0.39895 2.44373
13 C -3.94522 -0.11497 -3.52963
14 C -2.28730 4.00804 0.77853
15 C 0.41484 3.61261 0.33753
16 C 2.57465 -3.28241 -3.31658
17 C 1.69832 -2.21544 -3.37531
18 C -1.82835 1.73097 5.13779
19 C 3.40168 2.17359 2.90988
20 C 2.09555 1.73926 2.77046
21 C 2.34877 2.40732 -3.70773
22 C -3.40198 0.48556 3.80377
23 C -1.74775 2.78013 0.41886
24 C 2.91267 -0.47855 2.20713
25 C -1.75658 -0.85700 -2.84956
26 C -0.27731 -4.73144 2.53909
27 C 4.21493 -0.02820 2.33786
28 C -0.77969 1.28286 4.34082
29 C 0.94239 -1.87318 -2.24875
30 C -0.05634 4.88276 0.70039
31 C -3.43060 -2.47829 -3.43619
32 C -0.24271 -3.94723 3.68679
33 C 1.86635 2.61792 -4.99708
34 C -2.14573 -2.19129 -3.00556
35 C -1.04555 0.45061 3.25556
36 C 2.73330 -3.97154 -2.12020
37 C -4.32439 -1.44610 -3.69520
38 C 1.08864 -2.60573 -1.07394
39 C 2.00157 -3.63708 -0.98508
40 C -2.36474 0.03316 3.00364
41 C 0.12829 -2.00524 2.31768
42 C 0.59412 0.79985 -3.34147
43 C -1.40711 5.07915 0.92312
44 C -0.09691 -4.17551 1.27796
45 C -3.13323 1.34731 4.86286
46 C 0.10809 1.01782 -4.63649
47 C 4.45804 1.29223 2.69630
48 H -2.56667 -0.70618 2.23561
49 H -0.15218 -4.79153 0.39186
50 H 3.44685 -4.78265 -2.05915
51 H 2.15924 -4.17097 -0.06026
52 H 2.11133 1.30906 -1.88526
53 H -5.32451 -1.67843 -4.03665
54 H 3.22327 2.94289 -3.36407
55 H -4.41298 0.14681 3.62039
56 H 2.36723 3.32211 -5.64813
57 H -0.08803 -1.95833 4.46325
58 H 1.46322 3.42389 0.14677
59 H 5.04017 -0.70826 2.17710
60 H -3.73426 -3.50603 -3.58075
61 H -3.94054 1.69450 5.49385
62 H 3.60248 3.19696 3.19759
63 H -1.61856 2.36670 5.98747
64 H 1.60432 -1.64015 -4.28824
65 H 0.64651 5.69900 0.79769
66 H -1.77976 6.05589 1.20201
67 H -2.35835 1.21964 -2.99764
68 H 2.72406 -1.51593 1.95896
69 H -4.64607 0.67915 -3.74836
70 H -0.75421 0.47569 -5.00121
71 H 1.28197 2.43573 2.92415
72 H 0.39707 2.08503 -6.46832
73 H -0.45874 -5.79488 2.62185
74 H 3.14921 -3.56028 -4.18870
75 H -3.35276 4.11543 0.93080
76 H 0.23291 1.55795 4.59889
77 H -0.37680 -4.39834 4.65984
78 H -1.44306 -2.99330 -2.81744
79 H 5.47657 1.63718 2.81555



(2)
A structure of composition C41H33CoN4P2 at a distorted geometry, computed with ωB97M-V/def2-TZVPD.

The largest force on an atom comes out at 1.4 eV/Å. The relative energy (zero: lowest compared OMol25 entry of this formula, charge and spin) comes out at 0.0 kJ/mol. The energy is -3866.49590 a.u. Its net charge is +1. The HOMO energy (spin up / spin down) is -10.34 / -10.34 eV. For the HOMO-LUMO gap (spin up / spin down), the calculation gives 0.25118 / 0.25075 hartree. Its spin multiplicity is 2.

Positions of all 81 atoms, in Å:
1 Co 0.03813 0.22995 -0.43857
2 P -0.40925 -2.04352 -0.13698
3 P -2.31960 -0.17146 -0.37656
4 N 1.91707 0.13922 -0.20633
5 N -2.10949 -1.88633 -0.32378
6 N 7.23674 7.34708 0.33739
7 N 0.20514 1.96543 -1.28501
8 C -1.21161 -4.77907 2.77552
9 C -6.30902 -0.16799 0.25880
10 C -0.56057 4.05516 -1.75770
11 C -4.06733 0.15072 -0.53201
12 C 6.43234 6.53937 0.20043
13 C -0.05978 -4.77558 3.54941
14 C 2.44394 2.52823 -0.48775
15 C 1.25652 -3.00074 -3.70041
16 C 3.47923 3.57864 -0.31614
17 C 5.07321 4.70575 1.09486
18 C 3.83327 4.40613 -1.37889
19 C -1.31066 -3.94063 1.67663
20 C 0.98591 -3.92392 3.22636
21 C -1.05539 1.17395 3.84524
22 C 4.12020 0.72692 -0.04001
23 C -1.51975 -0.12864 3.67022
24 C 0.89127 -3.08695 2.12401
25 C 5.42454 5.52528 0.02645
26 C 2.67390 -0.95256 -0.06074
27 C -1.83817 0.29464 1.31519
28 C -6.77810 0.62037 -0.78761
29 C -0.82534 2.68134 -1.75965
30 C 2.80436 1.21483 -0.21595
31 C -1.91233 -0.56409 2.42114
32 C -5.89724 1.17310 -1.70475
33 C 4.80919 5.37316 -1.21327
34 C 0.78936 -2.30825 -2.59401
35 C -4.95325 -0.40387 0.39277
36 C 4.03756 -0.64353 0.04904
37 C 0.58501 -5.07576 -2.67820
38 C 0.11907 -4.38703 -1.57082
39 C -1.00243 2.04044 2.77079
40 C 1.15200 -4.38417 -3.74102
41 C -2.83757 -2.71710 -1.29603
42 C -4.53540 0.93345 -1.58152
43 C -0.25417 -3.09615 1.33186
44 C 0.71268 4.19554 -1.24004
45 C -1.39882 1.60844 1.50603
46 C 1.18608 2.89654 -0.95939
47 C 4.10859 3.72966 0.91698
48 C 0.21105 -2.99559 -1.52698
49 H -7.83977 0.80310 -0.88576
50 H -1.71588 2.18274 -2.10900
51 H -3.89612 -2.46356 -1.26723
52 H 0.88638 -1.22789 -2.56413
53 H -1.21972 4.83248 -2.10556
54 H -1.57401 -0.80199 4.51557
55 H 1.70845 -2.46236 -4.52210
56 H -0.30209 -4.93479 -0.73609
57 H -2.73758 -3.76894 -1.03105
58 H 1.25303 5.11307 -1.07757
59 H -1.39254 2.31400 0.68521
60 H 3.36006 4.27388 -2.34285
61 H 1.70761 -2.40982 1.91936
62 H -2.22498 -3.92722 1.09856
63 H 4.84320 -1.34927 0.15941
64 H 5.55527 4.83495 2.05375
65 H 0.01785 -5.42766 4.40900
66 H -0.75061 1.50924 4.82774
67 H 1.87732 -3.90173 3.83855
68 H 5.01142 1.33198 -0.03485
69 H -2.46753 -2.58491 -2.31666
70 H 3.82424 3.09118 1.74313
71 H 0.51388 -6.15460 -2.71210
72 H 5.09765 6.00888 -2.03870
73 H -0.66299 3.05909 2.90225
74 H 2.24617 -1.94107 -0.07770
75 H -3.84411 1.35416 -2.30078
76 H -7.00417 -0.59152 0.97096
77 H -2.03596 -5.43155 3.03083
78 H -6.26622 1.78452 -2.51650
79 H 1.52169 -4.92736 -4.60037
80 H -4.58150 -1.01023 1.21233
81 H -2.26953 -1.57720 2.29339



(3)
A structure of composition C41H33N2O4PS2W at a distorted geometry, computed with ωB97M-V/def2-TZVPD.

The largest force on an atom comes out at 1.5 eV/Å. The relative energy (zero: lowest compared OMol25 entry of this formula, charge and spin) comes out at 0.0 kJ/mol. The energy is -3197.03822 a.u. Its net charge is +2. The HOMO energy is -13.45 eV. For the HOMO-LUMO gap, the calculation gives 0.22602 hartree.

Positions of all 84 atoms, in Å:
1 W 0.31491 0.77708 -0.68601
2 S 4.39949 0.89790 1.79009
3 S 1.74904 1.93062 0.78189
4 P -2.19202 0.79844 -0.41749
5 O 1.49817 -2.75089 2.19027
6 O -0.21983 -1.18704 -1.30665
7 O 0.30069 1.28056 -2.45151
8 O 0.71450 -0.75630 0.56345
9 N 2.33582 0.18873 -1.36124
10 N 3.32837 0.11658 -0.40304
11 C 1.12318 1.51440 6.09955
12 C 0.12309 0.28320 -5.90345
13 C 3.89948 2.22540 2.91476
14 C 0.32278 -1.70176 -0.26502
15 C -0.20146 4.00554 -0.29042
16 C -2.38264 -1.27013 1.38209
17 C -0.15624 0.94330 -4.72209
18 C -1.07841 5.07840 -0.29200
19 C 2.00271 -0.81889 -4.88371
20 C -2.13445 0.09505 1.23217
21 C -3.36120 -0.01121 -1.47880
22 C 0.25585 -5.34562 -0.79495
23 C -1.14062 0.17548 3.42298
24 C -2.99226 3.61797 -0.40254
25 C 1.18666 -0.61173 -5.97336
26 C -2.96504 -0.56505 -2.69496
27 C 4.07863 -0.75635 -2.75473
28 C -4.69963 -0.04397 -1.07769
29 C 2.69078 -0.24565 -2.54451
30 C 2.91528 0.74023 4.69607
31 C -1.99183 -1.90484 2.55034
32 C 0.99705 2.64630 5.30695
33 C 0.64341 0.68072 -3.62066
34 C -0.71348 2.70597 -0.34540
35 C 1.76152 -0.16567 -3.66423
36 C -1.36144 -1.18883 3.55785
37 C 1.82973 2.82385 4.20761
38 C 0.51381 -3.07808 -0.01337
39 C 0.09605 -4.00748 -0.99875
40 C 0.83644 -5.79160 0.40562
41 C 1.09344 -3.53875 1.19827
42 C -2.46033 4.89322 -0.34698
43 C -5.24956 -1.17673 -3.12297
44 C -3.91871 -1.14804 -3.51551
45 C -2.10402 2.55355 -0.39883
46 C -1.51877 0.81929 2.25740
47 C 2.06156 0.54378 5.77079
48 C 2.82482 1.89572 3.92050
49 C 1.24531 -4.91591 1.38174
50 C 3.12690 0.87713 0.61833
51 C -5.64162 -0.62772 -1.90652
52 H -0.68441 6.08574 -0.25934
53 H -0.05883 -6.05966 -1.54217
54 H 0.26478 3.40426 5.55502
55 H -0.98141 1.63603 -4.63065
56 H -2.86561 -1.82673 0.58751
57 H 0.96392 -6.85408 0.56759
58 H -1.92426 -0.55459 -2.99842
59 H 3.68022 0.00217 4.48348
60 H -1.05176 -1.69928 4.46069
61 H 1.75712 3.73455 3.62300
62 H 1.68973 -5.26294 2.30419
63 H -1.34995 1.88382 2.14791
64 H -2.18106 -2.96251 2.68105
65 H -6.67967 -0.65733 -1.60554
66 H 4.31885 -0.86482 -3.80402
67 H -0.34999 -3.62800 -1.90859
68 H -5.00268 0.37391 -0.12366
69 H 1.36722 -1.81019 1.99156
70 H 4.83714 2.40956 3.44656
71 H 2.83299 -1.50298 -4.97222
72 H 1.38723 -1.13577 -6.89755
73 H -3.62293 -1.58312 -4.46051
74 H 4.79267 -0.07877 -2.29157
75 H 0.86274 4.19869 -0.27864
76 H 4.19415 -1.71665 -2.24631
77 H -0.49160 0.46311 -6.77521
78 H 2.15827 -0.34903 6.37275
79 H -3.11485 5.75423 -0.35263
80 H 0.48700 1.38365 6.96542
81 H -0.66205 0.73939 4.21165
82 H -5.98976 -1.63236 -3.76689
83 H 3.69364 3.14343 2.36480
84 H -4.06277 3.46613 -0.46062



(4)
A structure of composition C41H34AgClN2O3S, computed with ωB97M-V/def2-TZVPD.

The largest force on an atom comes out at 0.6 eV/Å. The relative energy (zero: lowest compared OMol25 entry of this formula, charge and spin) comes out at 285.8 kJ/mol. The energy is -2923.28083 a.u. Its net charge is -2. The HOMO energy is -0.79 eV. For the HOMO-LUMO gap, the calculation gives 0.17847 hartree.

Positions of all 83 atoms, in Å:
1 Ag 1.28429 -0.14370 0.51963
2 Cl -2.20004 -1.72402 2.07645
3 S -0.05985 1.43132 -2.24509
4 O 0.91892 1.85802 -1.20287
5 O -0.26634 -1.28802 -1.37083
6 O -1.03771 -2.62676 -3.00270
7 N 6.39089 -5.27326 -0.40358
8 N 0.69000 -4.29653 -3.85155
9 C -0.05821 -4.37631 -8.69952
10 C 3.14523 -2.36632 1.10635
11 C 0.92175 0.67572 -3.53462
12 C -1.10640 -4.18620 -5.92753
13 C 3.13663 -1.36458 0.20601
14 C -3.54748 0.51682 1.45806
15 C 1.29569 -4.37290 -2.59935
16 C 0.10326 0.31166 2.44047
17 C 2.22574 -4.63423 -7.71896
18 C 0.14731 4.14408 -2.68373
19 C 3.08892 -4.70261 -6.63771
20 C -2.32813 0.01663 1.86449
21 C -1.45698 4.12136 -4.96183
22 C 0.35832 -4.38693 -6.20593
23 C 3.64957 -1.73706 -1.14128
24 C 2.05606 -4.53053 0.20940
25 C -1.17648 0.81212 2.08843
26 C -0.92679 5.31894 -4.49119
27 C 4.08587 -2.93554 -1.52914
28 C -1.42035 2.20517 1.90030
29 C -0.37672 2.95925 -3.16663
30 C 3.34320 -3.81056 0.74852
31 C -1.18694 2.93688 -4.29660
32 C 2.27229 0.97799 -3.62266
33 C 0.69186 -3.45743 -1.58773
34 C 5.37074 -4.74687 -0.50275
35 C 1.24406 -4.45757 -5.10165
36 C 2.29864 -5.20705 -2.27418
37 C -2.63353 2.71525 1.50255
38 C -0.12986 5.32926 -3.35778
39 C 1.10729 -0.89753 -5.32042
40 C -0.30200 -2.36656 -1.99808
41 C 0.85786 -4.46901 -7.50489
42 C 3.04096 0.32657 -4.57344
43 C 4.04825 -4.12510 -0.60866
44 C 2.90126 -5.17132 -0.91147
45 C 2.45846 -0.61317 -5.42030
46 C 1.02703 -3.57500 -0.30320
47 C -3.73014 1.88088 1.26656
48 C 2.61556 -4.61842 -5.34117
49 C 0.32562 -0.25785 -4.36253
50 H -1.59168 1.99753 -4.65557
51 H -1.71099 -4.26499 -6.82841
52 H 3.78304 -4.40940 1.55089
53 H -0.17438 -3.73589 -3.77511
54 H -1.31458 -3.21358 -5.46480
55 H 3.30313 -4.62990 -4.51002
56 H 3.67056 -0.94844 -1.88872
57 H 4.10344 0.52963 -4.63715
58 H -1.46208 -4.92629 -5.20527
59 H 4.44965 -3.10606 -2.53870
60 H 3.06259 -1.15398 -6.14006
61 H -2.72859 3.78835 1.36418
62 H 0.76109 4.10717 -1.79278
63 H 0.27791 6.26266 -2.98866
64 H 0.78813 1.03638 2.87319
65 H -0.70656 -0.55112 -4.20947
66 H -0.79017 -5.18832 -8.71208
67 H 3.24947 -6.16202 -0.61116
68 H -4.68330 2.27253 0.93476
69 H -0.62195 -3.44059 -8.71384
70 H 0.56485 -2.89355 0.40287
71 H 2.71071 1.67243 -2.91611
72 H -2.08371 4.11000 -5.84523
73 H -0.58221 2.87777 2.05436
74 H 0.15804 -0.68444 2.86383
75 H -4.35580 -0.18384 1.28499
76 H 2.77549 -2.19893 2.11884
77 H 2.67966 -5.91227 -3.00056
78 H 2.60616 -4.69529 -8.73260
79 H 1.60476 -5.23059 0.92081
80 H -1.14025 6.24475 -5.01267
81 H 0.66576 -1.65311 -5.95812
82 H 0.51846 -4.43460 -9.62345
83 H 4.15568 -4.81228 -6.80012